Record 1
{
  "formula": "C29H37IrN4O2PS2",
  "method": "wB97M-V/def2-TZVPD",
  "charge": 2,
  "homo_lumo_gap_ha": [0.2410, 0.2375],
  "spin_multiplicity": 2,
  "homo_ev": [-11.99, -12.18],
  "de_lowest_kcal_mol": 19.5,
  "e_tot_ha": -2738.36138,
  "species": ["H", "C", "H", "N", "H", "H", "C", "H", "H", "C", "H", "C", "C", "C", "H", "C", "H", "C", "H", "N", "H", "C", "H", "S", "H", "H", "C", "C", "H", "C", "H", "O", "H", "C", "H", "N", "C", "H", "Ir", "H", "S", "C", "H", "C", "H", "H", "P", "C", "N", "H", "H", "C", "H", "C", "H", "C", "H", "H", "H", "C", "C", "H", "H", "H", "H", "C", "C", "C", "H", "H", "C", "O", "C", "C", "H", "C"],
  "xyz": [[-3.702, 4.861, 0.727], [-1.056, -4.120, 0.079], [2.473, -4.565, 0.236], [-1.974, 2.794, 0.394], [0.182, 4.533, 5.306], [-1.118, 0.831, -3.142], [2.219, -0.206, -4.977], [-3.064, 3.449, -1.318], [4.258, -3.050, -0.867], [-1.652, 1.783, -1.468], [-2.694, 5.635, 1.943], [1.717, -1.194, -4.145], [2.987, -0.270, -2.301], [-2.672, 5.040, 1.037], [-0.859, -0.914, 4.698], [-0.976, 3.479, 2.322], [1.038, -1.937, -4.546], [1.028, -1.918, 4.656], [2.907, -5.530, -3.355], [-0.112, 2.466, 2.065], [4.168, 1.455, -2.755], [2.110, -2.350, 3.884], [2.936, -2.876, 4.340], [-1.516, -0.204, 2.092], [1.322, -5.450, -0.777], [-2.070, -5.978, -1.760], [-0.026, -1.235, 4.087], [-1.353, -5.269, -2.177], [1.517, 1.395, 2.709], [4.024, -3.533, -1.817], [-2.255, 2.096, -3.412], [1.778, -2.126, -0.177], [-1.609, -5.109, -3.224], [3.480, 0.715, -3.141], [3.295, -0.292, -1.264], [-2.410, 2.782, -0.928], [-1.944, 3.755, 1.234], [2.924, -2.436, 1.917], [-0.785, 1.254, 0.326], [-1.605, 5.031, 3.663], [-0.458, -2.601, -2.216], [2.277, -4.646, -3.248], [-1.183, -3.179, 0.618], [2.100, -1.223, -2.802], [-2.927, -2.426, -0.980], [-1.721, -4.855, 0.538], [1.524, -2.524, -1.727], [-1.445, -3.977, -1.383], [-1.682, 1.573, -2.764], [1.934, -0.188, -6.020], [-3.542, -4.080, -1.018], [-0.060, -0.941, 2.715], [1.798, 2.695, 4.802], [0.850, 2.213, 2.948], [1.016, -2.118, 5.720], [1.067, -1.178, 0.514], [2.525, -3.967, -4.066], [-3.159, -3.263, -2.536], [3.034, -5.826, -0.858], [2.565, -4.018, -1.880], [0.996, 2.939, 4.120], [4.277, -2.859, -2.634], [-2.172, 5.634, 0.267], [-0.034, -4.480, 0.208], [-0.369, -5.729, -2.126], [1.037, -1.393, 1.943], [2.100, -2.103, 2.534], [-0.898, 4.237, 3.475], [3.493, 1.511, -5.131], [4.661, -4.415, -1.902], [-2.851, -3.383, -1.496], [0.572, -0.278, -0.152], [2.316, -5.012, -0.745], [3.098, 0.746, -4.476], [1.237, -4.959, -3.350], [0.104, 3.957, 4.395]]
}

***

Record 2
{
  "formula": "C14H10N4O6S",
  "method": "wB97M-V/def2-TZVPD",
  "homo_lumo_gap_ha": 0.2555,
  "homo_ev": -8.54,
  "de_lowest_kcal_mol": 6.6,
  "e_tot_ha": -1607.82842,
  "species": ["O", "H", "N", "H", "H", "H", "C", "C", "N", "C", "H", "C", "C", "N", "C", "C", "H", "C", "N", "O", "C", "H", "C", "H", "O", "C", "S", "C", "O", "O", "C", "H", "H", "O", "C"],
  "xyz": [[-3.747, 3.631, -0.726], [-4.649, -2.277, -0.936], [1.805, -0.689, 0.395], [5.685, 0.207, 2.466], [-6.152, 2.461, -1.101], [1.690, -1.561, 1.016], [5.135, 0.294, 1.507], [4.019, -0.403, 1.494], [0.708, -0.075, -0.087], [-3.728, 1.034, -0.859], [-2.100, -3.487, -0.163], [3.542, 0.540, -0.769], [-0.466, -0.685, -0.169], [-1.842, -2.549, -0.397], [-1.757, -0.279, -0.538], [-0.571, -2.130, 0.005], [5.332, 1.468, -1.673], [-2.240, 0.982, -0.621], [3.645, -1.084, 2.759], [2.566, -1.730, 2.769], [4.844, 1.086, -0.787], [-5.605, -0.177, -1.300], [3.114, -0.182, 0.348], [-1.670, 1.851, -0.363], [0.230, -2.893, 0.412], [5.588, 1.035, 0.427], [-4.489, 2.441, -0.895], [-4.049, -1.349, -0.931], [-5.901, 2.311, -0.131], [-5.500, 2.638, -1.924], [-2.571, -1.460, -0.725], [6.549, 1.464, 0.374], [2.877, 0.690, -1.616], [4.288, -0.966, 3.793], [-4.578, -0.155, -1.051]]
}

***

Record 3
{
  "formula": "C3H10N2O2",
  "method": "wB97M-V/def2-TZVPD",
  "homo_lumo_gap_ha": 0.3729,
  "smiles": "CC(=O)NCN.O",
  "homo_ev": -9.54,
  "de_lowest_kcal_mol": 39.5,
  "e_tot_ha": -380.27378,
  "species": ["H", "H", "H", "C", "H", "H", "H", "O", "H", "N", "O", "C", "H", "H", "C", "N", "H"],
  "xyz": [[0.972, -2.303, -2.289], [-1.092, -0.395, 1.320], [-1.120, -0.264, -2.666], [-0.046, 0.070, 1.263], [-0.513, 3.616, 3.481], [-1.354, -1.819, -2.761], [0.806, -0.437, 1.874], [0.483, 1.219, -0.835], [-0.200, 2.379, 4.249], [0.434, -1.167, -0.712], [0.013, 2.765, 3.387], [0.447, 0.157, -0.158], [-0.102, 1.055, 1.646], [1.237, -0.604, -2.577], [0.557, -1.336, -2.152], [-0.606, -1.097, -3.049], [0.085, -1.840, -0.021]]
}

***

Record 4
{
  "formula": "C3H4N4O",
  "method": "wB97M-V/def2-TZVPD",
  "homo_lumo_gap_ha": 0.3510,
  "smiles": "Nc1cnnc(O)n1",
  "homo_ev": -9.25,
  "de_lowest_kcal_mol": 59.2,
  "e_tot_ha": -410.90891,
  "species": ["H", "C", "N", "H", "N", "C", "O", "H", "N", "C", "N", "H"],
  "xyz": [[-2.640, -0.213, 0.637], [1.411, -0.259, 0.018], [-1.920, -0.935, -0.123], [-1.510, 1.811, -0.569], [0.323, -0.952, 0.207], [-0.740, 1.143, -0.125], [2.590, -0.993, -0.145], [-1.978, -1.905, -0.057], [1.542, 1.040, 0.177], [-0.777, -0.254, 0.093], [0.392, 1.774, 0.016], [3.308, -0.257, -0.130]]
}

***

Record 5
{
  "formula": "C24H63B2ClO15PS7",
  "method": "wB97M-V/def2-TZVPD",
  "charge": -1,
  "homo_lumo_gap_ha": 0.1567,
  "homo_ev": -2.48,
  "e_tot_ha": -5719.26475,
  "species": ["O", "H", "C", "C", "H", "H", "H", "O", "S", "O", "C", "S", "H", "H", "C", "H", "H", "H", "B", "O", "P", "O", "O", "C", "C", "H", "C", "O", "H", "H", "C", "H", "H", "O", "H", "H", "H", "H", "H", "H", "H", "H", "C", "H", "H", "H", "B", "H", "O", "H", "C", "H", "C", "H", "Cl", "C", "H", "H", "H", "C", "H", "H", "C", "S", "C", "C", "C", "S", "H", "S", "O", "H", "H", "S", "H", "H", "C", "C", "C", "H", "H", "O", "H", "H", "H", "H", "H", "H", "H", "H", "O", "O", "O", "S", "H", "H", "C", "H", "H", "C", "H", "H", "H", "O", "C", "H", "H", "H", "H", "H", "H", "H", "C"],
  "xyz": [[13.825, 0.626, -4.664], [4.577, 1.000, -1.393], [13.593, 0.258, -2.033], [1.933, -5.964, 1.554], [-3.625, 8.649, -1.092], [13.929, 3.451, -3.807], [11.350, -0.924, -4.731], [5.173, -0.288, 1.577], [-6.236, -3.159, -0.579], [5.168, 1.797, 0.457], [-3.785, 6.202, 0.367], [2.025, -4.523, 0.469], [1.737, 3.081, 0.127], [-5.227, 0.389, 0.868], [-7.052, -2.039, -1.737], [-6.300, -1.643, -2.420], [13.638, 3.110, -2.085], [7.100, -1.274, -3.060], [-1.587, -1.316, -0.935], [0.926, -2.577, -2.073], [-0.402, -1.544, -2.447], [-3.847, 2.722, 0.232], [-8.814, -4.897, 3.345], [2.808, 1.098, 0.064], [-1.915, -0.658, 1.317], [-2.515, -2.018, -1.247], [14.045, 2.711, -3.015], [-1.826, 5.556, -1.320], [-8.997, -8.463, 3.032], [-9.175, 5.941, 3.114], [-7.738, -3.642, 0.301], [-7.863, -7.591, 4.091], [7.091, -1.068, 0.105], [-6.768, 7.400, 3.624], [1.001, -5.945, 2.120], [-3.658, 2.998, -0.700], [-7.510, -1.216, -1.186], [-6.883, 3.834, 3.266], [2.787, -5.963, 2.234], [-9.616, -7.445, 4.368], [10.827, -2.066, -3.467], [2.740, -3.377, 2.454], [1.884, -3.291, 1.781], [-8.453, -4.083, -0.396], [1.881, -2.301, 1.324], [-1.442, 2.694, 1.203], [-3.630, 1.268, 0.205], [13.158, -0.737, -2.129], [0.761, -4.478, -0.320], [13.201, 0.738, -1.135], [7.129, 0.072, 0.179], [-7.506, 4.823, 4.622], [-8.518, 5.936, 2.243], [2.645, 0.004, -0.256], [-3.354, -1.831, 1.577], [-2.146, 0.637, 0.382], [-7.471, -4.377, 1.059], [0.954, -3.440, 2.332], [-10.678, -7.295, 1.441], [-3.157, 7.842, -1.658], [0.493, -3.402, -1.708], [8.495, -2.257, -2.551], [8.031, -1.737, -3.390], [9.131, -0.439, -3.994], [-10.578, -6.342, 1.962], [5.705, 0.532, 0.787], [10.519, -1.532, -4.369], [-6.806, 6.180, 2.762], [1.964, -6.863, 0.936], [-2.305, 6.724, -0.523], [-1.080, -1.465, 0.442], [7.382, 0.587, -0.802], [-2.422, 8.262, -2.345], [-8.867, -6.126, 2.498], [-10.830, -5.529, 1.281], [7.819, -2.439, -4.198], [0.381, 1.468, 0.838], [-6.736, 4.743, 3.852], [4.143, 1.701, -0.587], [0.631, 1.958, 1.854], [-1.793, -1.347, 3.435], [-4.845, 0.485, -0.039], [-4.233, 7.063, 0.867], [14.679, 0.175, -1.971], [-5.753, 4.715, 4.323], [-3.911, 7.293, -2.225], [0.561, 0.353, 0.979], [-1.107, 2.355, -0.574], [-0.660, 0.499, -3.352], [-11.245, -6.312, 2.825], [0.126, -0.041, -3.112], [-1.890, 0.148, -0.978], [9.524, 0.399, -2.819], [13.130, 1.226, -3.484], [10.225, -2.241, -5.144], [-3.496, 5.462, 1.114], [-1.127, 1.870, 0.470], [-8.174, -2.767, 0.785], [-8.605, 4.988, 1.711], [1.491, 1.999, -0.192], [15.103, 2.473, -2.892], [-8.795, 6.753, 1.575], [3.926, 2.745, -0.994], [-5.772, -4.347, -1.356], [-1.395, -0.454, 2.830], [-4.500, 5.757, -0.327], [-7.811, -2.580, -2.306], [-0.253, -0.426, 2.857], [7.920, 0.341, 0.964], [1.132, 1.958, -1.280], [-1.874, 0.522, 3.207], [2.998, 1.055, 1.201], [-8.839, -7.550, 3.608]]
}

***

Record 6
{
  "formula": "C5H10IN3S",
  "method": "wB97M-V/def2-TZVPD",
  "charge": 2,
  "homo_lumo_gap_ha": 0.3256,
  "homo_ev": -16.24,
  "de_lowest_kcal_mol": 0.0,
  "e_tot_ha": -1056.02430,
  "species": ["C", "C", "H", "H", "C", "H", "H", "H", "H", "C", "N", "H", "C", "N", "H", "H", "N", "H", "S", "I"],
  "xyz": [[1.366, -0.821, -0.782], [-0.568, 0.317, -0.416], [-1.520, 1.619, 1.814], [-1.167, 0.059, 2.825], [-0.112, -0.543, -2.688], [0.044, 1.954, 3.826], [1.094, 0.759, 3.222], [-0.540, -1.449, -3.064], [3.090, -1.654, -0.711], [-0.047, 0.348, 0.863], [0.338, 1.529, 2.920], [2.208, -1.934, -2.137], [-0.776, 0.916, 2.110], [2.413, -1.366, -1.343], [0.801, -0.423, -3.218], [0.862, 2.199, 2.501], [0.258, -0.383, -1.321], [-0.649, 0.325, -2.847], [1.381, -0.682, 1.017], [-2.351, 1.195, -1.004]]
}